# 1
DFT (ωB97M-V/def2-TZVPD) results for a structure of composition C24H21N2O4Ta at a distorted geometry.

As for the charge: +2.

Last column: Löwdin charge in e.
Geometry (Å):
Ta  -7.0395  -2.9888  -15.9831  1.981
O  -6.8072  -1.6169  -14.6625  -0.221
C  -6.9634  -1.6047  -13.2760  -0.204
C  -6.8510  -0.3867  -12.6362  0.013
C  -7.0532  -0.2993  -11.2651  0.025
C  -7.3981  -1.4650  -10.5154  -0.032
C  -7.3488  -2.7139  -11.0803  0.022
C  -7.3095  -2.8158  -12.5464  -0.119
C  -7.2629  -4.1008  -13.0956  0.012
N  -6.9155  -4.2952  -14.3918  -0.148
C  -6.6174  -5.6199  -14.9307  -0.188
C  -5.3867  -5.4852  -15.8212  -0.148
N  -5.3025  -4.0982  -16.3761  -0.146
C  -4.1645  -3.7681  -16.9753  -0.015
C  -3.9811  -2.6565  -17.8217  -0.129
C  -2.8056  -2.5610  -18.6342  -0.019
C  -2.5962  -1.6053  -19.5878  -0.031
C  -3.5926  -0.5783  -19.7545  -0.011
C  -4.7424  -0.6390  -19.0183  0.008
C  -4.9922  -1.6338  -18.0107  -0.250
O  -6.1538  -1.6910  -17.3605  -0.184
H  -6.6642  0.4658  -13.2423  0.127
H  -6.9824  0.6948  -10.8315  0.132
H  -7.6242  -1.3810  -9.4790  0.112
H  -7.4277  -3.6480  -10.5287  0.126
H  -7.5735  -4.9782  -12.4503  0.178
H  -7.4644  -6.1029  -15.4165  0.127
H  -6.4600  -6.2909  -14.1103  0.123
H  -5.4330  -6.1916  -16.6633  0.139
H  -4.4471  -5.7088  -15.2796  0.140
H  -3.3215  -4.4498  -16.9860  0.148
H  -2.0821  -3.3418  -18.4485  0.119
H  -1.7164  -1.5094  -20.2246  0.123
H  -3.4856  0.0897  -20.5628  0.110
H  -5.5194  0.1250  -19.1785  0.132
C  -8.9269  -3.9668  -19.6518  0.009
C  -8.9021  -3.7570  -18.2121  -0.265
O  -7.8297  -4.1494  -17.4795  -0.170
C  -10.0855  -3.3304  -17.6144  -0.096
C  -11.2944  -3.3917  -18.3754  0.025
C  -12.4603  -3.0498  -17.7337  -0.036
C  -12.5115  -2.6552  -16.3985  -0.001
C  -11.3854  -2.7277  -15.6278  0.015
C  -10.1524  -2.9110  -16.2163  -0.222
O  -8.9838  -2.6977  -15.5662  -0.197
H  -7.9147  -4.2931  -19.9554  0.114
H  -9.2719  -3.1551  -20.2865  0.118
H  -9.5993  -4.8627  -19.8107  0.142
H  -11.3069  -3.7560  -19.3925  0.120
H  -13.4398  -3.0848  -18.2129  0.129
H  -13.4592  -2.4581  -15.9441  0.128
H  -11.4086  -2.6393  -14.5576  0.131

***

# 2
DFT (ωB97M-V/def2-TZVPD) results for an isolated molecule of C24H21N3O6S at a distorted geometry.

The SMILES is Cc1cc(NC(=O)c2ccc(S(=O)(=O)N3CCOCC3)cc2)nc2c1c(=O)oc1ccccc12. As for the charge: 0.

Last column: Löwdin charge in e.
Geometry (Å):
C  6.6433  -0.1725  0.3166  -0.028
C  5.1604  -0.0629  0.2886  -0.171
C  4.5374  1.0469  0.8260  0.041
C  3.1401  1.1484  0.7981  -0.262
N  2.5649  2.2809  1.3449  0.172
C  1.2552  2.6619  1.4641  -0.422
O  0.9813  3.7176  1.9886  0.110
C  0.1980  1.7472  0.9367  -0.153
C  -0.4165  0.8417  1.7953  0.002
C  -1.4885  0.0881  1.3488  -0.060
C  -1.9447  0.2571  0.0550  -0.292
S  -3.3087  -0.7539  -0.5350  0.655
O  -3.3475  -1.9411  0.2667  -0.279
O  -3.1780  -0.8755  -1.9571  -0.280
N  -4.7209  0.0630  -0.2513  -0.234
C  -5.1913  0.1752  1.1097  -0.154
C  -4.7979  1.5261  1.7183  -0.178
O  -5.2259  2.5917  0.8985  -0.122
C  -4.6560  2.5134  -0.3900  -0.178
C  -5.0421  1.2007  -1.0810  -0.154
C  -1.3436  1.1553  -0.8069  -0.062
C  -0.2717  1.9105  -0.3625  0.000
N  2.3629  0.2188  0.2772  0.201
C  2.9392  -0.8636  -0.2489  -0.127
C  4.3322  -1.0595  -0.2738  -0.004
C  4.8986  -2.2742  -0.8746  -0.384
O  6.0750  -2.5336  -0.9424  0.120
O  4.0321  -3.1804  -1.3989  0.135
C  2.6853  -3.0118  -1.3841  -0.182
C  1.9023  -4.0131  -1.9530  0.009
C  0.5282  -3.8838  -1.9602  -0.056
C  -0.0821  -2.7634  -1.4028  -0.048
C  0.6932  -1.7748  -0.8403  0.012
C  2.0849  -1.8807  -0.8230  -0.073
H  7.0851  0.6991  0.7933  0.081
H  6.9441  -1.0726  0.8492  0.096
H  7.0325  -0.2730  -0.6947  0.096
H  5.1246  1.8382  1.2675  0.117
H  3.2160  2.9582  1.7292  0.159
H  -0.0531  0.7260  2.8048  0.129
H  -1.9664  -0.6441  1.9803  0.121
H  -4.7692  -0.6581  1.6696  0.117
H  -6.2835  0.0876  1.0993  0.135
H  -5.2887  1.6725  2.6816  0.131
H  -3.7061  1.5774  1.8540  0.116
H  -5.0458  3.3692  -0.9433  0.131
H  -3.5603  2.5955  -0.3163  0.115
H  -4.5165  1.0722  -2.0262  0.117
H  -6.1225  1.1923  -1.2641  0.135
H  -1.7094  1.2352  -1.8184  0.122
H  0.2038  2.6205  -1.0214  0.129
H  2.3931  -4.8737  -2.3787  0.122
H  -0.0768  -4.6602  -2.4024  0.109
H  -1.1568  -2.6642  -1.4103  0.088
H  0.2566  -0.8974  -0.4004  0.080

***

# 3
DFT (ωB97M-V/def2-TZVPD) results for a structure of composition C24H21N4O3Pd at a distorted geometry.

As for the charge: +3.

Last column: Löwdin charge in e.
Geometry (Å):
Pd  0.1191  0.4339  -0.0173  1.083
O  7.2981  -0.7560  1.6300  0.451
C  6.7977  -0.6938  0.6251  -0.110
O  6.0585  -0.6018  -0.3408  0.258
C  4.5487  -0.3862  -0.1499  -0.050
C  3.9881  -0.2882  -1.3916  0.131
C  2.6111  -0.0718  -1.2944  -0.116
N  2.0343  -0.0044  -0.0844  0.028
C  2.6776  -0.0597  1.0882  -0.118
C  4.0624  -0.2923  1.1194  0.119
C  1.8115  0.1150  2.2739  -0.177
C  2.2643  0.0257  3.5725  0.041
C  1.3499  0.1335  4.6176  0.022
C  0.0147  0.3105  4.3204  0.027
C  -0.3743  0.4048  2.9882  -0.048
N  0.4977  0.3306  1.9900  -0.002
C  1.6947  0.1964  -2.4216  -0.175
C  2.0722  0.1103  -3.7449  0.044
C  1.1310  0.3767  -4.7359  0.024
C  -0.1520  0.7216  -4.3621  0.026
C  -0.4671  0.7853  -3.0097  -0.072
N  0.4282  0.5361  -2.0588  -0.004
H  4.5414  -0.2949  -2.3172  0.157
H  4.6223  -0.4241  2.0324  0.143
H  3.3103  -0.1380  3.7912  0.128
H  1.6850  0.0679  5.6440  0.141
H  -0.7314  0.3845  5.0991  0.139
H  -1.4060  0.5684  2.7161  0.112
H  3.0794  -0.1691  -4.0214  0.131
H  1.4050  0.3098  -5.7801  0.142
H  -0.9146  0.9386  -5.0970  0.139
H  -1.4599  1.0595  -2.6795  0.123
O  -1.5319  -1.8491  0.2527  -0.116
C  -2.3992  -1.4783  -0.8235  -0.255
C  -3.7181  -0.9387  -0.3163  -0.140
C  -3.4913  0.1266  0.7617  -0.131
C  -2.9483  1.4357  0.2595  -0.237
C  -3.8494  2.4867  0.0823  0.022
C  -3.4260  3.7355  -0.3182  0.006
C  -2.0670  3.9346  -0.5301  -0.021
C  -1.2211  2.8696  -0.3528  -0.139
N  -1.6318  1.6307  0.0212  -0.015
H  -1.8023  -2.7064  0.6018  0.111
H  -2.5391  -2.2964  -1.5316  0.135
H  -1.8554  -0.6897  -1.3492  0.057
H  -4.3086  -1.7482  0.1172  0.132
H  -4.3008  -0.5422  -1.1512  0.133
H  -2.8268  -0.2936  1.5158  0.091
H  -4.4376  0.3364  1.2573  0.130
H  -4.8960  2.3007  0.2809  0.137
H  -4.1340  4.5433  -0.4482  0.136
H  -1.6685  4.8957  -0.8212  0.128
H  -0.1581  2.9989  -0.5087  0.102

***

# 4
DFT (ωB97M-V/def2-TZVPD) results for a structure of composition C24H21N6OPtSe.

As for the charge: +1.

Last column: Löwdin charge in e.
Geometry (Å):
Pt  -0.0399  0.7845  -0.0089  1.136
C  -2.8797  1.2594  1.3117  -0.158
N  -1.6755  1.8092  0.6774  -0.146
C  -1.4990  3.0972  0.7296  -0.074
C  -0.2600  3.6110  0.3211  -0.324
C  0.2943  4.8664  0.0709  -0.019
C  1.5701  4.6325  -0.4388  -0.073
C  1.7453  3.2478  -0.4924  -0.138
N  0.6453  2.6370  -0.0261  -0.159
C  -2.5628  0.4679  2.5572  -0.235
C  -2.8832  -0.8792  2.6519  -0.092
C  -2.5800  -1.5994  3.8015  -0.097
C  -1.9459  -0.9735  4.8623  -0.076
C  -1.6344  0.3791  4.7808  -0.066
C  -1.9465  1.0948  3.6377  -0.035
H  -3.4355  0.6467  0.5996  0.116
H  -3.5103  2.1100  1.5799  0.124
H  -2.2924  3.7363  1.1046  0.144
H  -0.1774  5.8213  0.2359  0.112
H  2.2962  5.3715  -0.7331  0.101
H  2.6093  2.6887  -0.8166  0.102
H  -3.4142  -1.3567  1.8341  0.111
H  -2.8509  -2.6453  3.8729  0.109
H  -1.7107  -1.5304  5.7596  0.109
H  -1.1588  0.8765  5.6157  0.110
H  -1.7053  2.1507  3.5830  0.116
Se  -0.4347  -2.5992  0.9239  1.202
N  -0.7776  -1.1744  -0.1083  -0.411
C  -1.5494  -1.5694  -1.1181  -0.361
C  -2.0476  -0.7478  -2.1740  -0.038
C  -2.8174  -1.3273  -3.1275  -0.045
C  -3.1422  -2.7255  -3.1079  -0.051
C  -2.6913  -3.5377  -2.1261  -0.003
C  -1.8721  -2.9754  -1.0963  -0.369
N  -1.3610  -3.6744  -0.0994  -0.208
H  -1.8204  0.3101  -2.1834  0.096
H  -3.2100  -0.7203  -3.9327  0.116
H  -3.7624  -3.1237  -3.8991  0.115
H  -2.9215  -4.5932  -2.0901  0.125
N  5.9420  -1.6968  -3.0060  0.190
C  5.5707  -1.6156  -1.7099  -0.488
O  6.2660  -1.9820  -0.7889  0.090
C  4.1980  -1.0398  -1.4207  -0.092
C  3.2109  -0.8118  -2.3682  0.020
C  1.9912  -0.3007  -1.9638  -0.092
N  1.7284  -0.0133  -0.6871  -0.140
C  2.6806  -0.2312  0.2373  -0.102
C  3.9145  -0.7464  -0.0931  0.036
H  6.8615  -2.0560  -3.2034  0.126
H  5.4151  -1.2969  -3.7589  0.096
H  3.3464  -1.0352  -3.4168  0.118
H  1.1925  -0.1181  -2.6699  0.121
H  2.4254  0.0235  1.2554  0.118
H  4.6666  -0.9254  0.6619  0.133

***

no.,calculated total energy (Ha),lowest unoccupied orbital energy (eV)
1,-1394.23551,-7.31
2,-1941.11149,-0.05
3,-1498.81738,-10.17
4,-3851.53209,-4.09